Record 1
Formula: C4H7N3
Source: the OMol25 dataset
Level of theory: the ωB97M-V functional and the def2-TZVPD basis

The energy above the lowest of the compared OMol25 structures with the same formula, charge and spin comes out at 1.0487 eV. For the HOMO energy, the calculation gives -6.85 eV. The largest force on an atom is 1.56 eV/Å. The value obtained for the energy is -320.8448 a.u. The calculation puts the HOMO-LUMO gap at 7.90 eV. As for the SMILES: Nc1c[nH]c(N)c1.

Structure (ORCA input):
```
! RIJCOSX wB97M-V def2-TZVPD def2/J DEFGRID3
* xyz 0 1
N -2.49 -0.28 -0.14
C -1.11 -0.10 -0.11
C -0.07 -1.02 -0.20
C 1.11 -0.25 -0.04
N 2.41 -0.51 0.36
C 0.78 1.10 0.00
N -0.61 1.14 0.02
H -2.74 -1.26 -0.08
H -2.96 0.24 0.59
H -0.20 -2.09 -0.30
H 2.71 0.44 0.60
H 3.01 -1.19 -0.07
H 1.30 1.80 -0.64
H -1.15 1.99 -0.01
*
```

Per-atom natural (NBO) charges, elementary charge units: number 1, N, carries -0.81; number 2, C, carries 0.35; number 3, C, carries -0.42; number 4, C, carries 0.15; number 5, N, carries -0.82; number 6, C, carries -0.28; number 7, N, carries -0.53; number 8, H, carries 0.38; number 9, H, carries 0.37; number 10, H, carries 0.22; number 11, H, carries 0.39; number 12, H, carries 0.38; number 13, H, carries 0.21; number 14, H, carries 0.40

---

Record 2
Formula: C44H66NO4PtSi
Source: the OMol25 dataset
Level of theory: the ωB97M-V functional and the def2-TZVPD basis

The energy above the lowest of the compared OMol25 structures with the same formula, charge and spin comes out at 0.1427 eV. For the HOMO energy (spin up / spin down), the calculation gives -10.67 / -11.34 eV. The largest force on an atom is 0.57 eV/Å. The value obtained for the energy is -2480.6460 a.u. The calculation puts the HOMO-LUMO gap (spin up / spin down) at 7.55 / 6.24 eV. The expectation value of S² is 6.02.

Structure (ORCA input):
```
! RIJCOSX wB97M-V def2-TZVPD def2/J DEFGRID3
* xyz 1 5
Pt 0.54 -0.25 -0.30
C 0.71 -2.40 -1.16
C -0.45 -1.85 -1.77
C 0.01 -1.34 -3.10
C 1.35 -1.70 -3.23
C 1.81 -2.38 -2.10
C 3.11 -3.12 -1.97
C 2.84 -4.56 -2.46
C 4.20 -2.48 -2.83
C 3.60 -3.18 -0.52
C -0.72 -0.52 -4.14
C -1.87 -1.30 -4.80
C -1.22 0.79 -3.52
C 0.24 -0.12 -5.28
C -1.85 -2.27 -1.31
C -2.19 -3.52 -2.16
C -1.87 -2.71 0.16
C -2.94 -1.21 -1.45
H 0.68 -3.06 -0.30
H 1.96 -1.47 -4.09
H 2.52 -4.56 -3.50
H 2.07 -5.04 -1.86
H 3.75 -5.15 -2.38
H 3.94 -2.50 -3.89
H 5.14 -3.03 -2.71
H 4.38 -1.44 -2.54
H 2.86 -3.65 0.15
H 3.84 -2.19 -0.14
H 4.51 -3.78 -0.47
H -2.69 -1.54 -4.13
H -1.50 -2.23 -5.25
H -2.28 -0.69 -5.61
H -1.71 0.67 -2.55
H -1.92 1.29 -4.20
H -0.37 1.46 -3.38
H 0.60 -1.00 -5.83
H 1.09 0.44 -4.91
H -0.30 0.51 -5.99
H -1.45 -4.31 -2.00
H -2.22 -3.30 -3.23
H -3.16 -3.90 -1.86
H -1.22 -3.57 0.35
H -2.88 -3.01 0.41
H -1.60 -1.89 0.82
H -3.08 -0.85 -2.47
H -2.73 -0.34 -0.81
H -3.89 -1.64 -1.13
C 2.47 3.43 -1.70
C 3.74 3.30 -1.15
C 4.04 2.20 -0.36
C 3.08 1.22 -0.13
C 1.82 1.32 -0.74
C 1.51 2.45 -1.49
C 3.30 0.11 0.82
C 4.53 -0.11 1.48
C 4.63 -1.13 2.39
C 3.50 -1.92 2.69
C 3.53 -2.97 3.64
C 2.41 -3.69 3.90
C 1.20 -3.39 3.25
C 1.14 -2.38 2.32
C 2.30 -1.64 2.01
N 2.25 -0.65 1.07
H 2.23 4.31 -2.28
H 4.48 4.06 -1.31
H 5.02 2.14 0.10
H 0.52 2.58 -1.90
H 5.38 0.51 1.26
H 5.56 -1.33 2.89
H 4.46 -3.18 4.15
H 2.43 -4.50 4.63
H 0.30 -3.94 3.49
H 0.20 -2.11 1.85
C 0.99 2.13 3.39
C 0.41 3.32 2.63
C -0.46 4.18 3.54
C 1.53 4.15 2.01
O -0.39 2.86 1.52
Si -1.44 1.63 1.41
O -0.63 0.21 1.20
O -2.33 1.81 0.06
C -3.06 2.97 -0.41
C -3.66 3.73 0.76
C -4.15 2.43 -1.31
C -2.09 3.85 -1.19
O -2.32 1.54 2.77
C -3.13 0.50 3.33
C -4.01 1.17 4.38
C -2.21 -0.53 3.97
C -3.98 -0.15 2.25
H 1.67 2.48 4.18
H 1.55 1.49 2.71
H 0.20 1.54 3.86
H 0.12 4.54 4.39
H -1.31 3.60 3.91
H -0.84 5.04 2.99
H 2.17 4.57 2.78
H 1.11 4.96 1.42
H 2.13 3.52 1.35
H -4.34 3.10 1.33
H -4.22 4.60 0.40
H -2.88 4.10 1.44
H -4.82 1.77 -0.75
H -3.72 1.87 -2.14
H -4.75 3.25 -1.73
H -1.26 4.16 -0.55
H -2.60 4.74 -1.56
H -1.70 3.30 -2.04
H -3.39 1.67 5.12
H -4.64 0.44 4.89
H -4.65 1.92 3.91
H -1.63 -0.07 4.78
H -1.51 -0.93 3.23
H -2.79 -1.36 4.39
H -4.60 0.60 1.75
H -4.63 -0.91 2.67
H -3.35 -0.62 1.49
*
```

These are the Mulliken partial charges, in e, on atoms 1 to 99: number 1, Pt, carries 1.35; number 2, C, carries -1.84; number 3, C, carries 0.19; number 4, C, carries 0.54; number 5, C, carries -0.63; number 6, C, carries 0.09; number 7, C, carries 1.97; number 8, C, carries -1.80; number 9, C, carries -1.90; number 10, C, carries -1.46; number 11, C, carries 2.67; number 12, C, carries -1.87; number 13, C, carries -1.30; number 14, C, carries -2.36; number 15, C, carries 2.00; number 16, C, carries -1.83; number 17, C, carries -1.64; number 18, C, carries -1.12; number 19, H, carries 0.65; number 20, H, carries 0.71; number 21, H, carries 0.35; number 22, H, carries 0.35; number 23, H, carries 0.48; number 24, H, carries 0.43; number 25, H, carries 0.43; number 26, H, carries 0.34; number 27, H, carries 0.32; number 28, H, carries 0.22; number 29, H, carries 0.58; number 30, H, carries 0.42; number 31, H, carries 0.41; number 32, H, carries 0.46; number 33, H, carries -0.25; number 34, H, carries 0.53; number 35, H, carries 0.24; number 36, H, carries 0.51; number 37, H, carries 0.40; number 38, H, carries 0.39; number 39, H, carries 0.30; number 40, H, carries 0.27; number 41, H, carries 0.49; number 42, H, carries 0.47; number 43, H, carries 0.66; number 44, H, carries -0.19; number 45, H, carries 0.10; number 46, H, carries -0.34; number 47, H, carries 0.63; number 48, C, carries -1.21; number 49, C, carries -1.13; number 50, C, carries -0.57; number 51, C, carries 1.33; number 52, C, carries -0.79; number 53, C, carries 0.67; number 54, C, carries 1.14; number 55, C, carries -0.95; number 56, C, carries -1.44; number 57, C, carries 1.58; number 58, C, carries -1.13; number 59, C, carries -0.94; number 60, C, carries -1.05; number 61, C, carries 0.23; number 62, C, carries -0.70; number 63, N, carries 0.56; number 64, H, carries 0.50; number 65, H, carries 0.42; number 66, H, carries 0.42; number 67, H, carries 0.27; number 68, H, carries 0.55; number 69, H, carries 0.46; number 70, H, carries 0.47; number 71, H, carries 0.41; number 72, H, carries 0.55; number 73, H, carries 0.12; number 74, C, carries -1.18; number 75, C, carries 1.62; number 76, C, carries -1.76; number 77, C, carries -1.27; number 78, O, carries 0.36; number 79, Si, carries -3.53; number 80, O, carries 1.89; number 81, O, carries 1.23; number 82, C, carries 1.70; number 83, C, carries -1.44; number 84, C, carries -1.47; number 85, C, carries -1.20; number 86, O, carries 0.15; number 87, C, carries 1.80; number 88, C, carries -2.00; number 89, C, carries -1.59; number 90, C, carries -1.56; number 91, H, carries 0.66; number 92, H, carries 0.12; number 93, H, carries 0.01; number 94, H, carries 0.50; number 95, H, carries 0.10; number 96, H, carries 0.31; number 97, H, carries 0.41; number 98, H, carries 0.30; number 99, H, carries 0.07

---

Record 3
Formula: C6H18BeN2O12
Source: the OMol25 dataset
Level of theory: the ωB97M-V functional and the def2-TZVPD basis

The energy above the lowest of the compared OMol25 structures with the same formula, charge and spin comes out at 1.0347 eV. For the HOMO energy (spin up / spin down), the calculation gives -2.54 / -4.22 eV. The largest force on an atom is 4.57 eV/Å. The value obtained for the energy is -1266.1269 a.u. The calculation puts the HOMO-LUMO gap (spin up / spin down) at 4.51 / 6.03 eV. The expectation value of S² is 0.75.

Structure (ORCA input):
```
! RIJCOSX wB97M-V def2-TZVPD def2/J DEFGRID3
* xyz -1 2
Be 0.00 0.51 -0.13
N 0.66 2.88 -2.81
O 0.83 2.36 -1.72
O 1.58 3.39 -3.50
O -0.48 3.00 -3.27
N 0.09 3.13 2.59
O -0.26 2.73 3.72
O 0.09 2.49 1.54
O 0.36 4.31 2.33
C -3.16 0.78 -0.52
C -3.31 -0.10 0.68
O -2.10 -0.02 1.38
O -2.18 0.25 -1.41
H -2.73 1.76 -0.35
H -4.15 1.03 -0.89
H -3.29 -1.16 0.44
H -4.19 0.14 1.27
H -2.25 -0.29 2.29
H -2.53 -0.11 -2.23
C -0.39 -2.54 -1.40
C 1.04 -2.06 -1.63
O 1.08 -0.73 -2.16
O -0.74 -2.00 -0.24
H -0.42 -3.61 -1.19
H -1.01 -2.41 -2.29
H 1.70 -2.63 -2.29
H 1.65 -2.30 -0.77
H 1.05 -0.88 -3.11
H -1.14 -2.72 0.27
C 3.12 -0.50 1.07
C 2.16 -0.82 2.24
O 0.75 -0.67 2.05
O 2.51 0.46 0.20
H 3.34 -1.46 0.62
H 4.03 -0.04 1.45
H 2.42 -0.01 2.93
H 2.53 -1.79 2.56
H 0.32 -0.87 2.89
H 3.02 0.47 -0.61
*
```

Per-atom natural (NBO) charges, elementary charge units: number 1, Be, carries 0.93; number 2, N, carries 0.72; number 3, O, carries -0.56; number 4, O, carries -0.57; number 5, O, carries -0.56; number 6, N, carries 0.71; number 7, O, carries -0.57; number 8, O, carries -0.58; number 9, O, carries -0.53; number 10, C, carries -0.12; number 11, C, carries -0.09; number 12, O, carries -0.72; number 13, O, carries -0.74; number 14, H, carries 0.23; number 15, H, carries 0.17; number 16, H, carries 0.16; number 17, H, carries 0.17; number 18, H, carries 0.47; number 19, H, carries 0.48; number 20, C, carries -0.08; number 21, C, carries -0.12; number 22, O, carries -0.71; number 23, O, carries -0.70; number 24, H, carries 0.15; number 25, H, carries 0.15; number 26, H, carries 0.16; number 27, H, carries 0.18; number 28, H, carries 0.47; number 29, H, carries 0.47; number 30, C, carries -0.07; number 31, C, carries -0.09; number 32, O, carries -0.72; number 33, O, carries -0.71; number 34, H, carries 0.14; number 35, H, carries 0.18; number 36, H, carries 0.18; number 37, H, carries 0.15; number 38, H, carries 0.48; number 39, H, carries 0.49

---

Record 4
Formula: C5H12N2O
Source: the OMol25 dataset
Level of theory: the ωB97M-V functional and the def2-TZVPD basis

The energy above the lowest of the compared OMol25 structures with the same formula, charge and spin comes out at 2.0078 eV. For the HOMO energy, the calculation gives -8.68 eV. The largest force on an atom is 1.61 eV/Å. The value obtained for the energy is -382.4287 a.u. The calculation puts the HOMO-LUMO gap at 9.63 eV. As for the SMILES: CNC[C@@H](N)CC=O.

Structure (ORCA input):
```
! RIJCOSX wB97M-V def2-TZVPD def2/J DEFGRID3
* xyz 0 1
N 1.32 -0.26 -1.72
C 0.66 -0.02 -0.44
C 0.26 1.42 -0.18
C 1.22 2.52 -0.48
O 2.42 2.41 -0.33
C -0.58 -0.93 -0.38
N -1.38 -0.74 0.81
C -1.19 -1.68 1.91
H 2.21 0.20 -1.79
H 0.75 -0.07 -2.53
H 1.36 -0.42 0.30
H -0.08 1.48 0.87
H -0.70 1.62 -0.67
H 0.83 3.45 -0.94
H -1.17 -0.78 -1.28
H -0.21 -1.95 -0.46
H -2.34 -0.47 0.68
H -0.59 -1.23 2.71
H -2.13 -1.99 2.37
H -0.69 -2.57 1.54
*
```

Per-atom natural (NBO) charges, elementary charge units: number 1, N, carries -0.85; number 2, C, carries -0.05; number 3, C, carries -0.55; number 4, C, carries 0.44; number 5, O, carries -0.53; number 6, C, carries -0.21; number 7, N, carries -0.66; number 8, C, carries -0.41; number 9, H, carries 0.38; number 10, H, carries 0.35; number 11, H, carries 0.20; number 12, H, carries 0.26; number 13, H, carries 0.21; number 14, H, carries 0.11; number 15, H, carries 0.18; number 16, H, carries 0.19; number 17, H, carries 0.38; number 18, H, carries 0.18; number 19, H, carries 0.20; number 20, H, carries 0.18

---

Record 5
Formula: C4H7NO2S
Source: the OMol25 dataset
Level of theory: the ωB97M-V functional and the def2-TZVPD basis

The energy above the lowest of the compared OMol25 structures with the same formula, charge and spin comes out at 6.1899 eV. For the HOMO energy, the calculation gives -8.06 eV. The largest force on an atom is 9.82 eV/Å. The value obtained for the energy is -759.8491 a.u. The calculation puts the HOMO-LUMO gap at 8.84 eV. As for the SMILES: CO/C=C/O/C=N/S.

Structure (ORCA input):
```
! RIJCOSX wB97M-V def2-TZVPD def2/J DEFGRID3
* xyz 0 1
C -3.25 1.34 0.25
C -2.18 -0.83 -0.14
C -0.97 -0.28 0.02
C 1.16 -0.88 0.22
H -2.45 2.31 0.00
H -2.99 1.15 1.39
H -4.18 1.82 0.28
H -2.30 -2.02 -0.09
H -0.73 0.91 -0.32
H 1.86 -1.73 0.45
H 3.49 1.82 0.12
N 1.60 0.36 0.19
O -3.23 -0.04 -0.51
O -0.01 -1.23 0.23
S 3.34 0.45 -0.19
*
```

Per-atom natural (NBO) charges, elementary charge units: number 1, C, carries -0.28; number 2, C, carries 0.11; number 3, C, carries -0.04; number 4, C, carries 0.41; number 5, H, carries 0.19; number 6, H, carries 0.20; number 7, H, carries 0.20; number 8, H, carries 0.21; number 9, H, carries 0.26; number 10, H, carries 0.15; number 11, H, carries 0.13; number 12, N, carries -0.68; number 13, O, carries -0.52; number 14, O, carries -0.44; number 15, S, carries 0.10

---

- What is the energy in the fifth record?
  -759.8491 a.u.

---

- Which value of energy above the lowest of the compared OMol25 structures with the same formula, charge and spin does entry 1 give?
  1.0487 eV

---

- The highest energy above the lowest of the compared OMol25 structures with the same formula, charge and spin belongs to which entry?
  C4H7NO2S

---

- Number 3 is which compound?
  C6H18BeN2O12